No. 1
DFT (ωB97M-V/def2-TZVPD) results for a molecular structure, C19H25CsN2O5S3.

Output
ΔE to the lowest compared entry with this formula, charge and spin	218.6	kJ/mol
net charge	0
HOMO energy	-7.607	eV
electronic energy	-66380.129	eV
orbital gap	7.580	eV
LUMO level	-0.0274	eV

Element x y z (Å)
Cs  -0.09150  0.63694  0.06919
S  -0.80999  -0.52918  -3.15110
S  -2.99194  1.50042  -1.52876
S  0.09257  2.64982  -2.35810
O  -1.44312  2.15266  4.22145
O  -1.36775  1.16603  2.21423
O  1.05175  2.08557  1.71526
O  4.05802  2.33975  -0.15738
O  2.11467  1.25324  -0.52430
N  2.19766  -0.99729  1.44461
N  -0.10117  -2.48578  1.05601
C  0.89973  -3.01511  1.80342
C  0.51388  2.47970  2.93809
C  2.98341  -4.05386  3.35859
C  -1.43761  -4.41735  1.52155
C  -2.61222  -0.55955  -3.39483
C  -0.27092  0.69579  -4.39068
C  -2.61779  3.21458  -2.00651
C  2.35998  2.58679  1.46093
C  2.10065  -2.25660  1.98143
C  -1.21605  -3.15764  0.93338
C  -3.36122  0.74480  -3.14661
C  -1.45106  3.41740  -2.96477
C  -0.85181  1.85266  3.06121
C  -0.43355  -4.97886  2.25637
C  0.66946  1.75031  -3.82035
C  0.78486  -4.28554  2.42748
C  1.84710  -4.79840  3.20162
C  2.90788  2.00221  0.10837
C  3.10944  -2.79305  2.75816
H  -1.27892  4.48837  -3.08017
H  0.40542  3.57018  3.01453
H  2.35378  3.67961  1.39098
H  -2.41268  3.70046  -1.05108
H  1.12681  2.15572  3.78928
H  -4.43248  0.54626  -3.18660
H  -2.82079  -0.91288  -4.40534
H  4.01580  -2.21663  2.90275
H  -1.99437  -2.69692  0.33115
H  3.80066  -4.43583  3.95698
H  1.74157  -5.77316  3.66151
H  -2.30773  1.72086  4.24451
H  0.92772  2.47063  -4.59771
H  3.11659  -0.59414  1.35939
H  -3.52360  3.65931  -2.42177
H  -1.67163  3.01652  -3.95320
H  1.61312  -0.76993  0.65602
H  -0.55248  -5.95242  2.71729
H  3.04907  2.30751  2.26456
H  1.59168  1.29094  -3.45864
H  -3.12654  1.48207  -3.91280
H  -2.38697  -4.91780  1.38713
H  0.24312  0.16090  -5.18943
H  -2.94233  -1.32200  -2.68820
H  -1.16820  1.14188  -4.81910

Mulliken population analysis, charges in e, atoms 1 to 4: 1.219 0.038 0.060 0.034

No. 2
DFT (ωB97M-V/def2-TZVPD) results for a single C19H25FN2O5S molecule.

Output
ΔE to the lowest compared entry with this formula, charge and spin	14.3	kJ/mol
SMILES string	O=C(c1cc(S(=O)(=O)N2CCC3(CC2)OCCO3)ccc1F)N1CCCCC1
net charge	0
HOMO energy	-9.399	eV
electronic energy	-46879.244	eV
orbital gap	9.891	eV
LUMO level	0.4928	eV

Element x y z (Å)
S  -3.17197  -0.49682  -1.32042
F  -1.18622  4.02834  1.83944
O  -1.43506  1.19896  3.89043
O  0.31277  -3.04210  -3.80861
O  -3.68827  -0.00554  -2.56695
O  1.91347  -3.16906  -2.23089
O  -4.00771  -1.33551  -0.51807
N  -1.70549  -1.28815  -1.52323
N  0.58463  1.50979  2.92812
C  2.93015  3.10204  3.34827
C  1.99980  2.72199  4.49765
C  -1.92016  0.64202  0.82288
C  -1.66735  2.99056  1.12886
C  -0.75893  1.45083  2.91334
C  -2.60417  0.89971  -0.34907
C  2.13827  3.16725  2.04446
C  1.42920  1.83254  1.80280
C  0.57987  -1.17216  -2.32036
C  1.29700  1.40207  4.18525
C  1.00109  -4.23748  -4.10125
C  -0.84251  -0.64854  -2.48999
C  -0.40575  -3.32949  -1.49251
C  -2.36618  3.25529  -0.03600
C  0.60259  -2.69590  -2.47208
C  -1.42282  1.69531  1.57845
C  -2.83598  2.18970  -0.78575
C  -1.78584  -2.72101  -1.71460
C  2.11714  -4.31021  -3.03741
H  3.11819  -4.24184  -3.46823
H  3.72228  2.35466  3.25692
H  -3.37983  2.33799  -1.70492
H  0.56805  1.15185  4.95746
H  2.17773  1.03673  1.69713
H  1.24713  3.50101  4.63110
H  2.79910  3.38475  1.20436
H  -1.77906  -0.37884  1.13820
H  1.38735  -4.16008  -5.11922
H  -0.06049  -3.13222  -0.47788
H  1.23487  -0.73635  -3.07387
H  -0.44697  -4.40784  -1.64848
H  0.96135  -0.92964  -1.32916
H  -0.88157  0.42765  -2.30943
H  -1.18810  -0.84709  -3.51309
H  0.83423  1.86673  0.88851
H  -2.51075  -3.10021  -0.99409
H  -2.53071  4.27745  -0.33791
H  1.39321  3.96142  2.11089
H  2.04303  -5.22422  -2.43650
H  -2.12910  -2.95918  -2.73157
H  3.39940  4.06629  3.54839
H  2.03169  0.59276  4.10621
H  0.32705  -5.10039  -4.03536
H  2.56038  2.62418  5.42777

Mulliken population analysis, charges in e, atoms 1 to 4: 1.433 -0.368 -0.671 -0.449

No. 3
DFT (ωB97M-V/def2-TZVPD) results for a molecular structure, C19H25LiO3Sb2.

Output
ΔE to the lowest compared entry with this formula, charge and spin	9.5	kJ/mol
net charge	0
HOMO energy	-8.321	eV
electronic energy	-39532.474	eV
orbital gap	8.772	eV
LUMO level	0.4507	eV

Element x y z (Å)
Sb  -1.85623  -0.35990  1.43440
Sb  1.80759  1.69859  1.07898
O  0.74673  -1.78545  -0.13769
O  1.15852  -2.49982  -4.21951
O  0.37666  -0.95372  -2.14387
C  1.09506  -5.67037  -1.54211
C  0.32674  3.33293  4.20929
C  1.11971  -3.53073  -3.33769
C  0.91939  -4.37177  -1.10219
C  -0.80659  3.92502  4.73850
C  -1.97928  1.86323  4.42447
C  -3.86404  0.07898  2.04308
C  3.87589  1.18065  0.99391
C  -0.85131  1.25377  3.86836
C  1.61295  1.45025  3.21498
C  1.28618  -5.89969  -2.89760
C  1.30302  -4.83949  -3.78489
C  -0.96031  -0.16439  3.40671
C  0.33393  2.00754  3.76826
C  0.67169  -1.92206  -1.39895
C  -1.97088  3.17906  4.85060
C  2.05708  3.82027  1.14646
C  -2.07167  -2.48027  1.53105
C  0.91606  -3.28484  -1.97522
Li  0.21850  0.00602  -0.53296
H  1.08528  -6.49403  -0.84132
H  -3.97912  1.14261  2.24475
H  1.73501  0.38861  3.42591
H  2.31742  4.20428  0.16194
H  -1.08938  -2.92409  1.38398
H  -1.61608  -0.73554  4.06568
H  -4.54262  -0.19341  1.23542
H  0.00050  -0.67410  3.36439
H  -2.72240  -2.81043  0.72196
H  -2.86335  3.61612  5.27952
H  3.99152  0.10577  1.12118
H  1.42678  -6.90673  -3.26940
H  1.24582  3.90498  4.14613
H  4.27708  1.45757  0.02026
H  0.77886  -4.15670  -0.05178
H  -4.11578  -0.49546  2.93405
H  1.32941  -2.85719  -5.09681
H  1.12514  4.28034  1.47066
H  2.47055  1.97415  3.63952
H  4.42010  1.70633  1.77772
H  1.46089  -5.02089  -4.84290
H  -2.49447  -2.77492  2.49051
H  -2.88427  1.27587  4.53029
H  -0.77662  4.95308  5.07503
H  2.85071  4.06437  1.85245

Mulliken population analysis, charges in e, atoms 1 to 4: 0.717 0.878 -0.794 -0.488

No. 4
DFT (ωB97M-V/def2-TZVPD) results for a single C19H25N3OS2 molecule.

Output
ΔE to the lowest compared entry with this formula, charge and spin	103.7	kJ/mol
SMILES string	CSc1nc(-c2ccccc2)c(C(=O)N[C@H](C)CN2CCCCC2)s1
net charge	0
HOMO energy	-7.696	eV
electronic energy	-48297.131	eV
orbital gap	7.977	eV
LUMO level	0.2817	eV

Element x y z (Å)
S  3.22455  -2.20604  -0.87128
S  5.01951  -2.85187  -3.28667
O  1.16183  -1.12652  1.02916
N  -0.45072  1.45928  2.91020
N  -0.34822  -0.25586  -0.34194
N  2.48034  -1.84393  -3.34938
C  0.44777  0.53156  3.61305
C  -1.78504  1.62945  3.52546
C  -2.45511  0.83355  0.10369
C  1.67553  -1.45207  -1.20553
C  -0.73922  1.05685  5.75686
C  4.64972  -2.82559  -5.07997
C  0.22649  -0.80870  -3.15007
C  -1.66329  2.01243  4.98830
C  -2.12733  0.15488  -4.36901
C  -1.16390  0.33091  0.72509
C  0.60526  0.98176  5.05914
C  -0.40061  1.49389  1.41642
C  0.84362  -0.93328  -0.12076
C  3.44784  -2.33843  -2.60785
C  -0.99252  -1.48100  -3.02601
C  0.23020  0.32312  -3.93820
C  -0.91577  0.80674  -4.55382
C  -2.19020  -0.99333  -3.57358
C  1.44910  -1.33203  -2.52843
H  4.63198  -1.79312  -5.47108
H  -0.57388  1.42977  6.77610
H  -1.39701  -0.45444  1.45622
H  -1.07541  -2.35600  -2.40996
H  -0.00373  -0.44729  3.63765
H  3.66151  -3.26740  -5.30120
H  -3.02393  0.54875  -4.84548
H  -2.95355  -0.00755  -0.39301
H  1.15846  1.91577  5.07290
H  1.25489  0.25950  5.52570
H  -1.17383  0.06430  5.89907
H  -0.84091  2.49965  1.13525
H  -0.63323  -0.14840  -1.31905
H  -0.82311  1.67650  -5.19637
H  5.35439  -3.44587  -5.67265
H  -3.14528  -1.48516  -3.46345
H  -2.31550  2.44614  3.02473
H  1.21324  0.82553  -4.11851
H  -1.22499  3.02114  5.06878
H  -2.63466  2.01300  5.47743
H  -2.37504  0.72910  3.41478
H  -3.09422  1.16243  0.92380
H  -2.30100  1.61036  -0.59731
H  0.61536  1.49829  1.07534
H  1.46963  0.53922  3.17542

Mulliken population analysis, charges in e, atoms 1 to 4: -0.224 -0.045 -0.693 0.175

No. 5
DFT (ωB97M-V/def2-TZVPD) results for a molecular structure, C19H25N5O5RhSSbSe4.

Output
2S+1	5
net charge	0
HOMO energy (alpha / beta)	-7.470 / -7.455	eV
electronic energy	-319557.563	eV
orbital gap (alpha / beta)	6.476 / 5.691	eV
LUMO level (alpha / beta)	-0.9934 / -1.7641	eV

Element x y z (Å)
Sb  0.45776  -1.96002  -5.47571
Rh  -1.24038  -0.90739  -2.91046
Se  -1.99866  -2.25461  -4.87188
Se  1.06282  -2.64069  -7.76887
Se  0.53721  0.19399  -4.38306
Se  0.71243  -3.49322  -3.57993
S  4.80076  -2.06267  1.69887
O  5.82335  -2.60121  0.84490
O  -2.62861  0.14647  -1.56727
O  0.97034  -4.10704  2.57008
O  -0.42658  -5.11277  1.33462
O  4.65933  -0.60869  1.86908
N  -2.95884  2.23099  -0.77918
N  0.93598  -1.92467  0.81884
N  -3.15603  2.79837  0.48348
N  0.21322  -4.14219  1.62654
N  -0.60005  -1.60233  -0.79435
C  -3.59884  1.89620  2.84436
C  1.09327  0.18380  -0.48593
C  -4.22322  3.83102  0.54092
C  5.10901  -2.85184  3.28815
C  -0.80344  4.57044  -3.54360
C  -1.83918  3.70210  -3.97239
C  -0.42742  4.55786  -2.24663
C  2.17572  -1.75396  1.56873
C  0.45684  -1.09345  -0.15880
C  -2.76284  0.64285  0.76318
C  4.03561  -2.77780  4.39506
C  -2.79974  0.89132  -0.64221
C  0.06976  -2.98624  0.82058
C  -0.96251  3.71932  -1.29630
C  -3.10813  1.73958  1.44484
C  -2.54908  3.02782  -3.00424
C  3.26378  -2.61056  0.99948
C  -2.14087  3.04617  -1.68528
C  -0.89870  -2.81901  -0.17511
H  -5.27515  3.61042  0.26908
H  -4.07622  2.78176  3.14083
H  1.71924  0.65850  0.23841
H  -3.89953  4.61967  -0.11218
H  -1.63448  -3.42497  -0.50657
H  4.48340  -3.18220  5.33277
H  3.43631  -2.50561  -0.08763
H  1.98795  -1.92153  2.60818
H  3.06133  -3.25514  4.15909
H  3.16875  -3.68400  1.25769
H  -4.18198  1.04055  3.08743
H  -0.68541  3.80831  -0.26812
H  -0.43814  5.28232  -4.29081
H  -2.60637  -0.37015  1.17004
H  5.38074  -3.85463  3.03925
H  5.94140  -2.30435  3.63409
H  2.52608  -0.68558  1.35721
H  1.80448  0.08827  -1.37021
H  0.41493  5.19905  -1.87476
H  -4.28223  4.17785  1.58407
H  -2.75439  1.70835  3.56159
H  -3.40120  2.44477  -3.35555
H  0.36207  0.96220  -0.73593
H  -2.14999  3.70611  -4.97651
H  3.84434  -1.76793  4.56807

Mulliken population analysis, charges in e, atoms 1 to 4: 0.734 0.777 -0.336 -0.498

| no. | strongest force on any atom (eV/Å) |
| --- | --- |
| 1 | 5.17 |
| 2 | 1.03 |
| 3 | 0.19 |
| 4 | 2.33 |
| 5 | 5.56 |